{"formula": "C16H13BrN4O5OsS", "method": "wB97M-V/def2-TZVPD", "elements": ["Os", "Br", "C", "C", "C", "C", "C", "N", "C", "O", "O", "H", "H", "H", "C", "N", "C", "C", "N", "H", "H", "H", "H", "H", "H", "O", "S", "O", "N", "C", "O", "C", "C", "C", "C", "C", "C", "H", "H", "H", "H"], "coordinates": [[0.666, 0.240, 0.090], [-0.264, 1.227, 3.213], [1.551, 0.814, 2.968], [2.488, 1.002, 3.963], [3.797, 0.603, 3.728], [4.127, -0.016, 2.523], [3.144, -0.153, 1.580], [1.877, 0.285, 1.777], [3.326, -0.894, 0.259], [4.323, -1.484, 0.009], [2.228, -0.808, -0.489], [2.185, 1.445, 4.901], [4.555, 0.751, 4.486], [5.121, -0.388, 2.318], [-1.766, -4.257, 2.455], [-1.149, -3.910, 1.169], [-1.010, -4.954, 0.150], [-0.753, -2.707, 0.955], [-0.393, -1.614, 0.767], [-1.170, -5.023, 2.951], [-2.770, -4.645, 2.287], [-1.827, -3.381, 3.095], [-0.446, -5.790, 0.563], [-0.495, -4.570, -0.726], [-1.995, -5.314, -0.147], [0.775, 0.870, -3.970], [-0.488, 0.723, -3.346], [-1.343, -0.379, -3.598], [-0.217, 0.774, -1.636], [-0.717, 1.890, -1.091], [-0.455, 2.003, 0.163], [-1.431, 2.766, -1.978], [-2.092, 3.954, -1.682], [-2.724, 4.611, -2.724], [-2.692, 4.102, -4.020], [-2.020, 2.914, -4.324], [-1.405, 2.268, -3.285], [-2.109, 4.342, -0.673], [-3.252, 5.535, -2.532], [-3.196, 4.634, -4.816], [-1.984, 2.536, -5.336]], "lowdin_spin": [3.017, 0.036, 0.020, -0.002, 0.023, -0.002, 0.022, 0.028, 0.019, 0.039, 0.220, 0.000, 0.001, 0.000, 0.003, 0.027, 0.003, 0.040, 0.145, 0.001, 0.001, 0.000, 0.001, 0.000, 0.001, 0.008, 0.005, 0.013, 0.124, 0.059, 0.086, 0.010, 0.013, 0.001, 0.022, -0.001, 0.016, 0.000, 0.000, 0.001, 0.000], "e_tot_ha": -4274.94206, "spin_multiplicity": 5, "charge": 2, "homo_lumo_gap_ha": [0.311, 0.224], "de_lowest_kj_mol": 0.0}

***

{"formula": "C7H15N", "method": "wB97M-V/def2-TZVPD", "elements": ["C", "C", "C", "N", "C", "C", "C", "C", "H", "H", "H", "H", "H", "H", "H", "H", "H", "H", "H", "H", "H", "H", "H"], "coordinates": [[-1.473, -1.573, 1.810], [-2.634, -0.563, 1.724], [-0.257, -1.101, 1.018], [0.115, 0.227, 1.380], [0.866, 0.350, -1.795], [1.282, 1.484, -2.763], [1.680, 0.388, -0.547], [1.161, 0.760, 0.768], [-1.207, -1.569, 2.868], [-1.799, -2.564, 1.498], [-3.213, -0.635, 2.639], [-2.210, 0.426, 1.558], [-3.300, -0.687, 0.890], [0.580, -1.795, 1.241], [-0.468, -1.312, -0.043], [1.056, -0.523, -2.430], [-0.191, 0.308, -1.536], [2.151, 1.160, -3.332], [0.495, 1.701, -3.481], [1.540, 2.420, -2.265], [2.755, 0.508, -0.618], [1.074, 1.649, -0.037], [2.000, 0.943, 1.453]], "nbo_charge": [-0.393, -0.616, -0.237, -0.561, -0.486, -0.596, -0.124, -0.173, 0.197, 0.197, 0.203, 0.228, 0.190, 0.179, 0.148, 0.235, 0.231, 0.208, 0.220, 0.203, 0.208, 0.337, 0.203], "e_tot_ha": -330.29024, "charge": 0, "homo_lumo_gap_ha": 0.274, "de_lowest_kj_mol": 466.5}